1) This record from the OMol25 dataset describes a 2-piece molecular cluster, C2H8OSSi overall. The level of theory is ωB97M-V/def2-TZVPD.

Summary:
Gap between HOMO and LUMO (Ha): 0.32120
LUMO level (Eh): -0.011

```
13
Properties=species:S:1:pos:R:3:lowdin_charge:R:1
C 1.53 -0.86 0.64 -0.22
C -1.52 0.60 0.90 -0.23
O -0.83 -1.03 -2.11 -0.41
Si 0.16 0.36 0.00 0.57
S 0.70 2.32 -0.84 0.39
H 1.31 -1.93 0.57 0.03
H 2.52 -0.96 -0.01 0.09
H 1.80 -0.39 1.50 -0.03
H -1.51 0.60 1.99 0.03
H -1.87 1.60 0.55 0.03
H -1.90 -0.34 0.48 0.02
H -0.81 -1.85 -1.57 -0.09
H 0.43 1.87 -2.11 -0.17
```



2) This record from the OMol25 dataset describes a 2-piece molecular cluster, C2H8OSSi overall. The level of theory is ωB97M-V/def2-TZVPD.

Summary:
Gap between HOMO and LUMO (Ha): 0.30789
LUMO level (Eh): 0.004

```
13
Properties=species:S:1:pos:R:3:lowdin_charge:R:1
C 0.77 1.40 -0.03 -0.19
C 1.12 0.70 1.17 -0.04
O -0.62 -0.16 1.74 -0.73
Si -1.65 -1.69 -0.50 0.34
S -1.81 -0.09 0.79 0.52
H -0.37 1.68 0.14 0.07
H 1.23 2.44 -0.30 0.13
H 0.79 0.76 -0.81 0.02
H 1.61 1.29 1.95 0.09
H 1.71 -0.22 1.03 0.10
H -3.03 -1.88 -0.87 -0.09
H -0.81 -1.56 -1.62 -0.13
H -0.67 -2.43 0.34 -0.07
```



Short version: 1) is the most stable of them.